Density functional theory data (ωB97M-V with the def2-TZVPD basis set) for a 19-piece molecular cluster, C19H76N38O19 overall.

Atoms and positions in Å:
H1 8.7525 -8.5926 23.4101
N1 7.9889 -2.7008 27.8502
O1 4.7048 -6.2910 24.3601
H2 5.8674 -3.3231 22.4951
H3 2.0149 -9.6651 28.5689
O2 2.8563 -12.3875 23.0227
C1 4.3983 -0.8470 24.8058
H4 -3.3283 -4.6476 19.4109
H5 5.5095 -1.2368 30.9087
O3 5.7227 -0.7835 28.5118
O4 10.1964 -3.8974 23.5898
N2 6.3758 -5.2900 21.0014
H6 6.8535 -2.1505 21.6304
H7 -0.2672 -4.3211 26.7037
H8 7.4726 -3.4469 28.2811
H9 -3.2305 -6.1579 27.4364
N3 4.6404 -1.3827 30.4230
N4 8.4060 -5.1943 23.8982
H10 2.3443 -4.1728 24.0704
H11 2.9781 -12.6136 25.3618
H12 0.6501 -2.9452 26.9696
C2 2.8308 -5.1485 28.9820
H13 3.9107 -1.4047 22.8569
H14 -0.4820 -8.8957 28.1899
H15 7.9135 -2.1126 24.7941
C3 4.1872 -5.1522 24.3221
H16 -1.5889 -9.3365 27.0970
N5 5.3181 -0.1863 25.6512
O5 3.4460 -1.5002 25.2598
H17 5.3189 -0.5584 26.5629
N6 3.5451 -7.2657 21.3303
H18 4.6461 -5.2734 29.7860
C4 3.3518 -7.7624 20.1225
N7 6.3443 -3.0276 21.6322
C5 1.1423 -12.5645 26.0056
C6 -0.2764 -8.3442 22.9344
H19 3.2790 -2.6750 28.8751
N8 4.8001 -3.9156 24.2043
N9 10.0244 -2.0349 20.7350
H20 1.1695 -1.6288 24.9038
N10 0.0861 -3.4561 26.3000
H21 2.4009 -6.9473 28.1941
H22 6.5276 -9.7050 27.9094
O6 -0.7925 -4.0106 24.1931
N11 7.9638 -1.8284 25.7702
H23 4.9546 0.0500 23.0255
N12 -0.3218 -8.1110 21.5675
H24 5.6588 -7.9699 26.5184
O7 3.7221 -8.3810 27.4386
C7 -2.4750 -4.4059 21.1777
N13 4.1709 -5.5113 28.9215
H25 5.6894 -3.9174 24.6775
N14 8.3543 -8.1093 22.6246
H26 7.1714 -10.0570 23.5705
H27 3.3828 -10.3915 20.6626
H28 9.1170 -2.3934 20.5709
H29 8.6885 -1.1581 25.9955
H30 3.9281 -1.9375 30.8749
N15 2.3595 -12.9845 25.9870
H31 3.9198 -1.9404 27.4004
N16 0.4783 -2.0703 24.3472
H32 0.5410 -4.7713 19.9589
N17 2.9892 -4.0421 20.4075
H33 6.2681 -0.3095 25.3277
N18 7.3200 -9.5855 27.2828
C8 9.4931 -4.8156 23.2526
O8 6.7322 -8.1896 20.9773
O9 0.4096 -12.7417 26.9773
O10 -2.3925 -5.5859 21.4443
N19 4.7561 -11.9950 21.7791
H34 -2.2563 -2.5348 21.6764
H35 5.8965 -8.3877 24.8049
N20 6.7314 -9.7749 22.6891
H36 0.7046 -2.2282 23.4009
N21 6.1123 -8.5332 25.7814
H37 2.6419 -13.4339 26.8506
N22 -1.3315 -8.6414 27.7655
O11 6.8645 -3.8624 26.2186
N23 -2.8001 -7.0216 27.1269
N24 3.9103 -2.0870 28.3958
C9 6.8605 -4.0218 20.8216
H38 6.7240 -5.9814 20.3665
H39 7.7031 -1.7994 28.2830
H40 5.7326 -9.9290 22.4892
C10 10.2862 -1.2415 21.7680
H41 1.1237 -10.1793 27.1739
C11 -1.6830 -7.3555 27.7671
H42 -3.3876 -7.7447 26.8526
O12 7.9487 -9.7897 25.1393
H43 8.9835 -5.7489 21.5063
O13 2.0009 -2.7340 21.9546
H44 10.7897 -2.1494 20.0786
H45 3.7791 -3.4868 20.6880
H46 8.0923 -6.1698 23.7547
H47 -0.2701 -11.3321 25.0458
H48 8.1079 -10.1616 27.4149
H49 8.1948 -4.7853 24.7756
H50 0.9643 -5.9188 28.3577
H51 5.9033 -5.4551 21.8903
H52 -0.9482 -7.3972 21.2261
N25 2.7876 -5.0661 24.1987
H53 12.3153 -0.9702 21.4456
N26 4.3357 -8.7215 19.7825
C12 -0.1251 -3.2100 24.9189
H54 -1.0646 -7.6337 24.6797
H55 4.3373 -8.7443 18.7714
H56 11.7145 0.0688 22.5899
H57 -0.0801 -3.5799 21.0961
O14 7.7503 -3.8127 20.0252
C13 2.8085 -8.9726 26.8073
H58 4.1958 -3.3247 24.8056
H59 9.0424 -7.6508 22.0831
H60 0.4897 -8.5204 21.0701
C14 7.1521 -9.3196 25.9829
O15 -1.0268 -6.4939 28.3888
N27 2.7970 -8.9287 25.4959
H61 1.0736 -11.5492 24.0863
H62 4.2217 -6.4551 28.6039
N28 1.8518 -9.5921 27.5613
N29 4.5510 -0.8192 23.4059
H63 4.9021 -12.1216 20.7792
N30 0.6662 -11.6924 24.9852
H64 -1.7261 -6.7869 23.2438
C15 7.5017 -2.8571 26.5599
H65 4.4323 -7.2004 21.8100
H66 3.0273 -4.7096 19.6921
O16 9.4320 -0.7984 22.5579
H67 2.0452 -9.2553 24.9011
H68 -1.5517 -3.6108 22.8829
O17 0.4651 -9.2738 23.3602
O18 2.4324 -4.1989 29.5756
H69 1.8861 -10.4962 21.7107
H70 4.9903 -12.8506 22.3066
N31 0.6857 -4.0037 20.6182
H71 2.1290 -5.8195 24.2179
N32 -2.0898 -3.4548 22.0199
N33 2.0208 -6.0630 28.4430
N34 -2.9972 -3.9156 20.0318
N35 9.7751 -5.5310 22.0920
C16 4.8005 -1.3906 29.1103
H72 10.5750 -5.0637 21.6849
H73 5.2462 -8.4826 20.1126
N36 2.7829 -10.7916 21.4159
H74 -3.6724 -3.1970 20.1112
C17 1.8986 -3.5805 21.0678
H75 2.7537 -6.6927 21.6565
N37 -1.1944 -7.5573 23.6919
N38 11.5801 -0.8477 22.0888
C18 3.3802 -11.7449 22.1463
O19 2.3670 -7.4500 19.4512
H76 3.3953 -8.1658 25.1790
C19 7.2470 -8.6808 22.0568

E_HOMO   -9.380 eV
Electronic energy   -4280.7414 a.u.
Max |F|   0.10615 Eh/bohr
Multiplicity   1
Energy above the lowest of the compared OMol25 structures with the same formula, charge and spin   52.34 kcal/mol
Charge   0


Density functional theory data (ωB97M-V with the def2-TZVPD basis set) for a 24-piece molecular cluster, C19H84N2O27P2S overall.

Atoms and positions in Å:
H1 6.4789 -2.7013 1.9000
H2 -0.8170 0.2630 5.2500
H3 -3.0286 -1.0175 0.0927
H4 4.4019 3.3925 -1.3465
C1 2.7514 1.2767 -0.6362
P1 6.4847 -0.8615 -2.8880
H5 -8.1900 -1.4419 1.5937
H6 -1.6261 -0.5094 6.2893
C2 3.6101 1.4526 0.7450
H7 8.2317 -1.9157 -0.4535
C3 -2.7572 0.3058 -2.3604
H8 4.3661 -2.2086 -6.1952
H9 -3.3036 -5.6851 5.8932
O1 5.7479 6.0627 1.6301
H10 0.9359 2.5898 -7.8539
H11 -0.0928 -4.6828 -4.1079
O2 3.1995 -2.4753 -9.1518
H12 0.3823 2.5869 0.7112
H13 0.9869 -2.2257 -4.8903
O3 0.4242 -1.6411 -4.3607
H14 3.2033 -2.0314 -8.2905
H15 -1.2962 -3.8126 -0.1084
S1 7.7575 0.5987 -2.4911
O4 0.3732 3.1744 -7.3243
H16 -6.7997 -5.5972 2.7048
O5 1.7433 0.2631 -0.6940
H17 -1.9729 6.6163 5.7294
O6 3.6553 -1.5666 -6.3421
H18 3.7642 3.1731 -2.9409
C4 -1.8623 2.9507 2.1917
H19 1.0450 -1.1953 -3.7650
H20 -8.9323 -0.4335 0.7200
O7 -5.0521 1.7003 -0.9622
H21 3.3811 0.6200 3.6334
H22 -2.9869 0.8761 -1.3572
N1 7.3540 -2.7959 1.3378
H23 -2.5309 1.3378 0.7239
C5 3.8982 0.6710 -1.7147
O8 4.4435 1.0506 -5.5714
H24 -0.4596 4.3462 2.3555
C6 1.2063 0.3871 2.8948
O9 -1.4008 0.3915 6.0127
O10 -1.8974 2.1624 -5.0854
H25 -7.5967 -5.4814 4.0020
C7 2.3627 2.7303 -1.3726
C8 -2.0050 -1.5848 0.3276
C9 -2.2804 -3.1807 -0.0040
H26 -1.2497 1.9390 -5.7705
H27 6.4902 0.2330 0.0798
H28 -5.4377 1.6306 2.1757
O11 -2.3008 3.4733 5.4238
O12 -5.0524 -1.3731 1.6339
H29 -2.5261 2.5724 5.7004
O13 -4.5909 -4.6576 2.5540
O14 3.8838 4.0390 1.1282
O15 -0.7041 3.5177 2.9008
H30 0.2928 -1.4151 1.8537
H31 -0.6578 1.9330 -0.7094
H32 -5.6641 -3.3388 3.8107
O16 -8.0566 -0.8240 0.8592
H33 -4.6989 2.1203 -1.7608
H34 -2.3689 -7.2918 0.2902
C10 3.2667 2.7736 1.6509
H35 -5.6060 -2.3084 4.9360
O17 -6.2268 -2.7542 4.3403
H36 3.5867 0.4982 1.4607
H37 5.2711 -2.4656 -1.3735
O18 4.1912 0.2575 3.2446
H38 4.9175 1.2299 -1.6565
H39 3.8305 2.5991 2.6898
H40 3.2816 -1.4253 -5.4593
H41 -4.6287 2.4031 1.1364
C11 0.6126 0.2689 0.1863
H42 1.6750 2.4200 -2.2959
H43 -4.8158 -5.5841 5.7079
O19 -3.9776 -5.3042 5.3104
H44 1.8322 3.4802 -0.6410
O20 -7.6005 -5.9253 3.1407
C12 7.3241 -1.8910 0.2887
C13 6.0529 -0.8775 0.0622
H45 5.1304 1.7142 -5.7353
H46 -1.8206 -5.9708 0.8245
H47 -4.4270 -4.7548 3.5041
H48 -5.3599 -2.2885 1.7144
H49 -5.7930 2.2701 -0.7063
H50 5.0070 6.6325 1.8861
H51 7.2424 -2.0610 -3.2312
H52 5.6465 -0.4895 -4.0000
H53 -2.9247 -3.2448 -1.0007
C14 -0.2438 1.6367 0.3715
C15 -1.1656 -0.2036 -2.4192
C16 1.3419 1.1639 4.0759
H54 -2.6550 2.6565 3.0343
H55 -1.0388 -0.9110 -3.3447
H56 0.9940 3.6202 -6.7287
H57 -1.4806 0.6968 2.1566
O21 -0.8464 -5.1741 -4.4677
C17 1.0037 -0.5360 1.5589
H58 3.4071 0.8514 -2.7847
H59 -1.8206 -4.3699 -2.6233
H60 -4.4805 5.4356 3.3970
H61 -0.5389 0.7791 -2.6379
H62 2.1412 2.9121 1.9367
H63 -2.3689 -5.6909 -3.1576
H64 -5.7666 -0.9277 1.1538
O22 -3.6956 5.7146 3.8921
H65 4.5821 0.3931 -6.2696
H66 4.8288 4.0760 1.4854
H67 4.7699 1.5639 0.4781
H68 6.1011 6.4827 0.8316
H69 -1.7170 3.3448 4.6611
H70 -2.3414 3.7172 1.4437
H71 -2.9353 -3.5973 0.8782
O23 -1.3326 6.2250 6.3424
O24 -5.2125 2.5315 1.8991
H72 -3.4813 -0.6345 -2.4754
H73 4.7837 0.1432 4.0027
H74 1.3164 1.5030 5.2203
H75 4.0003 -2.1472 -9.5877
O25 -2.5075 -5.0334 -2.4594
P2 -0.6051 -0.9422 -0.7563
C18 -1.5468 1.5773 1.3535
H76 -3.9791 -5.2881 2.1453
O26 -2.5075 -6.6344 0.9884
H77 -3.5028 4.9605 4.4692
H78 5.2859 -1.0657 0.9433
H79 -1.8578 -1.4560 1.5031
C19 5.3424 -1.2739 -1.3725
N2 3.5540 3.4531 -1.9525
H80 2.0619 -1.0481 1.3453
O27 3.9637 -0.7865 -1.5286
H81 -1.2578 -4.5517 -5.0861
H82 -2.4969 2.7846 -5.5241
H83 -1.4384 5.2705 6.2135
H84 -3.0042 1.0841 -3.2300

E_HOMO   -7.326 eV
Electronic energy   -3995.6659 a.u.
Max |F|   0.18594 Eh/bohr
Multiplicity   1
Charge   0


Q: Among the records above, which one has the lowest E_HOMO?
A: C19H76N38O19